Record 1
2 unconnected molecules or ions with the total composition C2H5N5O in a non-equilibrium geometry. Source: the Open Molecules 2025 dataset; level of theory: ωB97M-V/def2-TZVPD.

Geometry as XYZ:
```
13
Properties=species:S:1:pos:R:3:forces:R:3
C -0.27920 0.57538 -0.03403 3.53 1.47 -1.40
C 1.78272 -0.01029 0.01950 6.14 -0.34 0.18
H -1.61253 2.09876 0.30216 -0.21 3.05 1.16
H -2.46745 0.77678 -1.13707 3.94 1.63 4.03
H 3.28451 0.99663 0.02617 0.81 -0.42 0.13
H -1.74874 -2.10041 -0.27050 0.50 -0.17 1.04
H -1.21045 -1.35050 1.36719 -0.65 -0.65 -3.27
N -1.39384 1.26731 -0.09012 -4.60 -4.67 -4.92
N 0.89953 1.14347 0.15220 0.62 -3.42 0.10
N 3.19377 -0.03393 -0.02856 -7.20 1.26 0.19
N -0.19256 -0.76719 -0.43336 -4.14 -1.19 1.09
N -1.39669 -1.30977 0.27037 2.70 -0.19 1.12
O 1.14094 -1.28625 -0.14397 -1.44 3.63 0.55
```
Positions in Å, forces in eV/Å.

Output
ΔE to the lowest compared entry with this formula, charge and spin	148.8	kcal/mol
gap between HOMO and LUMO	7.4	eV
HOMO energy	-0.318	hartree
total charge	0



Record 2
A single C6H9N3 molecule in a non-equilibrium geometry. Source: the Open Molecules 2025 dataset; level of theory: ωB97M-V/def2-TZVPD.

Geometry as XYZ:
```
18
Properties=species:S:1:pos:R:3:forces:R:3
C 0.14323 -2.92811 -0.83180 1.83 0.39 1.19
C 0.12843 -1.53266 -0.22987 -1.12 -1.24 -1.08
C 0.75742 0.08591 1.08435 0.71 2.95 1.30
C -0.37322 1.09179 0.66517 0.46 -0.49 -1.53
C 0.16308 2.35214 0.11620 -0.58 -1.19 0.80
C 0.60159 3.36625 -0.32529 0.24 3.17 -1.57
H 1.01872 -3.47683 -0.31428 -1.07 0.87 -1.49
H -0.71784 -3.40338 -0.38545 -0.62 -0.40 -0.63
H 0.18810 -2.85641 -1.94530 -0.14 -0.60 0.96
H 0.36687 -0.30131 2.02613 0.50 -0.47 0.08
H 1.67700 0.64865 1.22632 -0.17 0.31 0.79
H -1.08694 1.27830 1.45179 0.15 0.20 0.67
H -0.79050 0.75559 -1.27074 0.54 -0.93 -0.87
H -1.80013 -1.37316 -0.78889 0.04 -0.04 0.71
H 0.76160 4.38775 -0.80361 -0.02 -2.22 1.09
N 1.14469 -0.92793 0.18822 -0.26 -1.22 -0.05
N -1.13168 0.41644 -0.39285 -1.17 1.76 1.39
N -1.17588 -0.95580 -0.09086 0.67 -0.85 -1.76
```
Positions in Å, forces in eV/Å.

Output
ΔE to the lowest compared entry with this formula, charge and spin	78.1	kcal/mol
gap between HOMO and LUMO	9.5	eV
HOMO energy	-0.314	hartree
total charge	0



Record 3
A single C3H7NO2S molecule in a non-equilibrium geometry. Source: the Open Molecules 2025 dataset; level of theory: ωB97M-V/def2-TZVPD.

Geometry as XYZ:
```
14
Properties=species:S:1:pos:R:3:forces:R:3
O -2.14754 -0.73409 -0.35724 -0.51 -0.03 -0.12
C -1.39091 -0.46625 0.52805 0.76 0.65 0.15
O -1.76733 -0.34160 1.83498 -0.48 0.55 -0.84
C 0.11583 -0.17178 0.32740 -0.67 -0.48 -0.39
C 0.48804 -0.52552 -1.13684 -0.18 -0.81 1.46
S 2.25623 -0.35508 -1.47521 -0.16 0.56 -0.35
N 0.42942 1.15989 0.74161 -0.06 0.50 0.79
H -2.69163 -0.02209 1.77192 0.34 -0.58 0.39
H 0.53949 -0.88552 1.03256 0.66 -0.02 -0.10
H -0.22013 -0.07849 -1.82665 0.32 0.29 -0.23
H 0.29819 -1.60253 -1.17147 0.11 0.06 -0.45
H 2.30119 0.97488 -1.75691 -0.09 -0.50 0.16
H 1.13752 1.21482 1.45250 0.05 -0.11 0.07
H 0.65163 1.83335 0.03530 -0.09 -0.07 -0.54
```
Positions in Å, forces in eV/Å.

Output
ΔE to the lowest compared entry with this formula, charge and spin	17.8	kcal/mol
gap between HOMO and LUMO	10.0	eV
HOMO energy	-0.341	hartree
total charge	0



Record 4
A molecular structure, C54H49GeN5O5PS3Ti in a non-equilibrium geometry. Source: the Open Molecules 2025 dataset; level of theory: ωB97M-V/def2-TZVPD.

Geometry as XYZ:
```
119
Properties=species:S:1:pos:R:3:forces:R:3
Ti 0.42422 0.60346 0.80938 -0.27 2.42 0.68
O -1.91435 -0.20124 2.49509 -0.05 -0.01 0.00
C -0.83655 0.38607 2.52037 -0.23 -0.40 0.52
C -0.35076 0.95956 3.82524 -0.04 0.11 -0.15
C -0.39113 0.24887 5.01544 -0.02 0.03 0.05
C 0.14191 0.81468 6.16282 -0.02 0.01 -0.02
C 0.66126 2.10489 6.12841 0.00 -0.02 0.00
C 0.67381 2.82833 4.94411 0.02 0.03 0.00
C 0.19489 2.24419 3.77734 0.00 -0.02 -0.06
P 0.21864 3.02479 2.11273 -0.21 0.02 0.68
C 1.33593 4.45198 2.40734 -0.04 0.00 -0.14
C 2.69611 4.19029 2.57928 0.01 -0.02 -0.06
C 3.58839 5.21607 2.84417 -0.01 0.01 0.00
C 3.13820 6.52652 2.93148 -0.01 -0.02 0.00
C 1.78904 6.79665 2.76936 0.00 -0.01 -0.01
C 0.89233 5.76688 2.51252 -0.02 0.02 0.03
C -1.46018 3.77518 2.02890 0.04 0.02 -0.12
C -2.48706 3.35925 2.87416 0.00 0.01 0.03
C -3.77870 3.84477 2.70775 0.00 -0.01 -0.02
C -4.06221 4.75993 1.70566 0.02 0.01 -0.01
C -3.04628 5.18587 0.85971 -0.01 -0.03 0.01
C -1.76031 4.69156 1.01638 0.01 -0.03 -0.03
H -0.81100 -0.74863 5.01675 0.01 -0.01 -0.01
H 0.15632 0.25218 7.08770 -0.01 0.01 0.01
H 1.06587 2.54895 7.02902 0.00 0.00 0.01
H 1.07547 3.83389 4.93114 0.01 0.00 -0.01
H 3.05982 3.17246 2.53579 0.00 0.00 0.00
H 4.63672 4.98767 2.98592 0.01 0.00 -0.01
H 3.83438 7.33107 3.12935 0.01 0.00 0.01
H 1.42512 7.81301 2.84847 -0.01 0.00 0.00
H -0.15811 5.99913 2.40992 -0.01 0.00 -0.01
H -2.28956 2.64771 3.66410 -0.01 -0.01 0.00
H -4.56561 3.49590 3.36391 0.01 0.02 0.03
H -5.06812 5.14073 1.58402 -0.01 -0.01 -0.01
H -3.25124 5.89489 0.06618 0.01 0.01 -0.01
H -0.98943 5.01024 0.32720 -0.01 0.02 0.01
N -1.81486 1.39201 0.10564 0.00 -0.37 -0.36
C -2.02293 0.26833 -0.81660 -0.01 0.11 -0.06
C -0.73483 0.10141 -1.61637 0.05 0.35 -0.10
O -0.66671 -0.56469 -2.63314 -0.01 -0.08 -0.08
O 0.25670 0.79557 -1.11958 0.05 -0.45 -0.95
H -2.59117 1.48985 0.75021 0.12 -0.03 0.09
H -1.70241 2.25362 -0.42428 0.00 0.04 0.15
H -2.84936 0.38886 -1.52297 -0.01 0.00 0.04
H -2.20251 -0.63253 -0.22466 -0.01 -0.02 -0.05
S 2.87673 0.48348 2.80494 -0.11 0.08 -0.15
C 2.45183 0.79292 1.25936 0.85 -0.01 0.19
S 3.73023 1.47968 0.19854 -0.14 -0.06 -0.28
C 3.36214 0.60439 -1.24952 0.05 -0.25 -0.30
N 2.72809 -0.59291 -1.15292 0.00 0.15 0.08
C 2.40570 -1.32659 -2.22367 -0.06 0.13 -0.03
C 2.81930 -0.90118 -3.45907 0.02 0.01 0.07
C 3.51524 0.30411 -3.49698 0.01 0.07 0.01
N 3.77088 1.05495 -2.43195 0.00 -0.13 0.19
H 2.34141 -0.86638 -0.23859 -0.05 -0.13 -0.06
H 1.82156 -2.21850 -2.04397 0.03 0.03 0.07
H 2.59752 -1.47025 -4.34739 -0.02 0.02 -0.02
H 3.86960 0.70185 -4.44173 0.00 0.00 0.00
O 0.74720 -2.08604 2.55419 0.14 -0.03 0.06
C 0.24740 -2.13136 1.45292 0.00 -0.14 0.02
O 0.55974 -1.28205 0.47706 -0.13 -1.49 0.30
C -0.83287 -3.14257 1.14350 -0.01 0.03 -0.37
C -0.98491 -3.49765 -0.34606 -0.15 0.12 0.15
Ge -0.02094 -5.12013 -0.80329 -0.11 -0.09 -0.01
C -0.80973 -6.61645 0.16440 0.06 -0.10 0.06
C -0.07318 -7.44723 1.00620 -0.02 0.00 -0.02
C -0.67490 -8.52030 1.65348 0.01 0.02 -0.01
C -2.02322 -8.77751 1.46156 -0.01 0.00 -0.01
C -2.77168 -7.95770 0.62655 0.01 0.01 0.00
C -2.16739 -6.88725 -0.01529 0.03 0.00 0.03
C 1.85632 -4.87295 -0.34465 0.11 0.02 -0.02
C 2.80449 -4.71146 -1.35762 0.04 -0.03 0.09
C 4.13435 -4.44401 -1.05610 -0.02 0.03 -0.02
C 4.53514 -4.32895 0.26742 0.01 0.02 0.01
C 3.60551 -4.48289 1.28618 -0.03 0.02 0.01
C 2.27865 -4.75518 0.98199 0.03 0.03 -0.06
C -0.17440 -5.49066 -2.70781 0.03 -0.03 -0.10
C 0.37244 -6.66206 -3.23608 -0.02 0.04 -0.04
C 0.24969 -6.95954 -4.58527 0.01 0.01 0.02
C -0.42950 -6.08822 -5.42787 0.01 0.00 0.00
C -0.98004 -4.92220 -4.91852 0.01 0.00 0.01
C -0.85083 -4.62545 -3.56627 0.03 0.03 0.02
H -1.75885 -2.69559 1.51937 0.08 0.09 0.06
H -0.62920 -3.99882 1.78797 -0.13 -0.10 -0.04
H -0.59840 -2.68503 -0.96390 -0.07 0.05 0.02
H -2.04011 -3.60971 -0.60527 0.02 -0.10 -0.02
H 0.98365 -7.26069 1.15825 0.02 -0.01 0.00
H -0.08914 -9.15494 2.30620 0.01 -0.01 0.00
H -2.49190 -9.61810 1.95682 -0.01 0.01 0.02
H -3.82546 -8.15506 0.47644 0.00 0.00 -0.01
H -2.76260 -6.25791 -0.66912 -0.01 0.00 -0.01
H 2.50094 -4.80032 -2.39555 0.00 -0.03 -0.02
H 4.85654 -4.32323 -1.85424 0.01 -0.02 -0.01
H 5.56978 -4.11844 0.50602 0.01 0.01 0.00
H 3.90977 -4.37993 2.31956 -0.01 0.00 0.01
H 1.56974 -4.85897 1.79471 -0.01 0.01 0.01
H 0.89754 -7.35275 -2.58447 0.00 -0.02 0.00
H 0.67975 -7.87111 -4.98025 0.00 -0.01 0.00
H -0.53066 -6.32024 -6.48034 0.00 -0.01 -0.01
H -1.51225 -4.24319 -5.57264 0.00 0.01 0.00
H -1.28152 -3.70709 -3.18102 0.00 0.02 -0.02
N 0.13089 2.50634 -3.65924 0.11 -0.04 0.00
C -0.18551 3.62573 -2.96391 -0.23 -0.09 0.11
S 0.53216 3.93721 -1.49660 0.29 0.15 -0.08
N -1.14040 4.39107 -3.56215 0.08 0.10 -0.10
C -1.74167 5.59433 -3.11911 -0.07 -0.12 0.05
C -1.07245 6.56720 -2.38576 0.01 0.04 -0.03
C -1.75581 7.70779 -1.98719 0.01 -0.02 -0.01
C -3.08730 7.90218 -2.32505 0.01 -0.01 0.01
C -3.74086 6.94203 -3.08379 0.00 0.00 -0.01
C -3.07218 5.79485 -3.47717 -0.03 0.01 0.03
H 0.63153 1.80390 -3.13440 -0.04 -0.03 0.04
H -0.45915 2.16918 -4.40295 -0.02 0.00 0.01
H -1.59700 3.98043 -4.36285 0.04 0.04 0.01
H -0.03401 6.43427 -2.13136 0.00 -0.02 0.02
H -1.23008 8.45382 -1.40547 0.00 0.02 -0.01
H -3.60776 8.79642 -2.00974 0.00 0.00 0.01
H -4.77771 7.07680 -3.36223 0.00 0.01 -0.01
H -3.58765 5.04160 -4.06260 -0.02 -0.02 0.03
```
Positions in Å, forces in eV/Å.

Output
ΔE to the lowest compared entry with this formula, charge and spin	59.2	kcal/mol
gap between HOMO and LUMO (spin up / spin down)	5.8 / 6.5	eV
multiplicity	2
<S²>	0.763
HOMO energy (spin up / spin down)	-0.242 / -0.267	hartree
total charge	0



Record 5
A gas-phase ion, C9H17NO2P (charge +1) in a non-equilibrium geometry. Source: the Open Molecules 2025 dataset; level of theory: ωB97M-V/def2-TZVPD.

Geometry as XYZ:
```
30
Properties=species:S:1:pos:R:3:forces:R:3
C 2.61795 -0.18576 -0.93361 -1.26 -2.33 -1.39
C 1.84729 -1.21382 -1.33401 -0.44 0.54 0.62
C 1.92652 1.08054 -0.70272 0.73 1.07 -2.62
C 0.38959 -0.92223 -1.24284 1.48 -2.04 -0.28
C 1.64795 1.47183 0.49798 -0.01 2.06 1.18
C -0.14997 -0.78238 -0.05531 -3.71 2.03 0.11
C 1.17422 -1.98487 1.45095 0.45 0.46 1.97
C -2.52575 0.26119 -1.65777 -1.15 -0.49 0.14
C -2.77747 -0.63456 1.08427 -1.55 0.82 1.08
N 0.81340 2.63779 0.95455 1.29 0.66 -1.03
O -1.35936 1.68938 0.22164 -0.34 0.38 0.79
O 0.25805 -0.91680 1.21055 -0.07 -0.15 0.32
P -1.74657 0.26080 -0.02878 1.35 -1.11 -1.77
H 3.62803 -0.43589 -1.07107 1.70 0.83 0.46
H 2.23402 -2.21842 -1.52657 -0.01 0.46 -0.31
H 1.68673 1.57533 -1.69238 -0.12 -0.05 1.56
H -0.26248 -0.94161 -2.09517 -0.03 0.36 -0.38
H 1.99508 0.92170 1.33043 0.23 -0.50 0.72
H 1.25490 -2.21438 2.56603 -0.54 0.34 -1.63
H 2.10915 -1.64928 1.09595 1.35 0.11 -0.01
H 0.91311 -2.80876 0.84471 -0.53 -1.23 -0.31
H -3.48960 0.78211 -1.69623 -0.11 -0.01 0.98
H -2.02787 0.88130 -2.38785 0.93 -0.51 -0.29
H -2.81125 -0.76178 -1.94392 0.58 0.25 -0.40
H -2.36288 -1.57582 1.41472 0.18 -0.26 -0.28
H -2.89885 -0.03061 2.00443 -0.12 -0.20 -0.40
H -3.78127 -0.76038 0.62391 0.61 -0.05 0.41
H -0.17338 2.29975 0.60032 -0.51 0.10 0.48
H 1.00442 3.62745 0.45875 -0.14 -2.80 1.98
H 0.86630 2.54821 2.00904 -0.26 1.26 -1.67
```
Positions in Å, forces in eV/Å.

Output
ΔE to the lowest compared entry with this formula, charge and spin	26.0	kcal/mol
gap between HOMO and LUMO	9.9	eV
HOMO energy	-0.461	hartree
total charge	+1



Record 6
A molecular structure, C5H6O3 in a non-equilibrium geometry. Source: the Open Molecules 2025 dataset; level of theory: ωB97M-V/def2-TZVPD.

Geometry as XYZ:
```
14
Properties=species:S:1:pos:R:3:forces:R:3
C 2.35850 -1.58660 -1.06340 -3.42 0.23 1.48
C 1.23598 -1.53611 -0.61271 1.61 -0.43 -1.27
C -0.79610 0.31917 0.02193 -1.07 -4.49 0.21
C -0.20032 2.36280 0.85777 1.12 1.69 2.06
C -0.10858 -1.58862 -0.17642 -2.80 2.13 2.90
O -1.98048 0.55000 -0.03904 1.06 -0.43 -0.62
O -1.04840 -2.16192 -0.99787 0.63 -0.52 -1.08
O 0.13645 1.05408 0.48021 1.88 0.01 -1.40
H 3.28023 -1.50273 -1.46739 2.33 0.05 -0.92
H -1.28638 2.40668 0.89408 0.08 0.40 0.43
H 0.19403 3.24099 0.21498 -0.31 -1.93 0.76
H 0.33617 2.29851 1.87999 -1.29 1.40 -1.32
H -0.21986 -2.10660 0.87193 0.49 1.51 -1.50
H -1.90125 -1.74965 -0.86406 -0.32 0.36 0.25
```
Positions in Å, forces in eV/Å.

Output
ΔE to the lowest compared entry with this formula, charge and spin	95.7	kcal/mol
gap between HOMO and LUMO	9.7	eV
HOMO energy	-0.333	hartree
total charge	0



What is the total charge in the third record?
0



Look up the ΔE to the lowest compared entry with this formula, charge and spin of the second one.
78.1 kcal/mol